DFT (ωB97M-V/def2-TZVPD) results for 6 unconnected molecules or ions with the total composition C17H33F3O8P.

The calculation puts the total energy at -51985.9145 eV. As for the LUMO energy: 0.094 hartree. As for the total charge: -1.

Element x y z (Å)
1 O -0.65200 -2.86988 1.54609
2 P -1.71731 -1.70681 1.64494
3 O -3.36371 -2.22946 1.86357
4 O -1.29866 -0.79830 3.11299
5 C -1.67636 -0.44001 0.21778
6 C -1.36095 -1.12080 -1.23928
7 F -2.38637 -0.55194 -2.19167
8 F -0.03774 -0.64371 -1.78563
9 F -1.52867 -2.59094 -1.29856
10 H -3.93061 -1.46554 2.23597
11 H -0.89491 0.08060 2.79304
12 H -2.78430 -0.02072 0.15591
13 C 0.57803 -3.38844 -3.22143
14 C 1.55102 -3.90813 -4.24589
15 O 1.34192 -4.95898 -4.84979
16 C 2.78969 -3.09224 -4.50275
17 H -0.26779 -4.07955 -3.14107
18 H 1.06689 -3.31895 -2.24644
19 H 0.20196 -2.40963 -3.52932
20 H 3.37709 -3.00957 -3.58479
21 H 2.51215 -2.10028 -4.86776
22 H 3.39931 -3.58839 -5.26543
23 C 2.01386 3.77234 -0.02867
24 C 1.03671 2.74723 -0.53922
25 O 0.15748 2.28601 0.18667
26 C 1.17710 2.30838 -1.97227
27 H 1.79240 3.99346 1.02088
28 H 3.03207 3.38113 -0.09647
29 H 1.92107 4.69459 -0.60758
30 H 2.15808 1.85193 -2.12666
31 H 1.04698 3.16538 -2.63776
32 H 0.40515 1.56613 -2.20174
33 C 2.04935 -2.23237 2.42495
34 C 2.93828 -1.02315 2.54286
35 O 2.54577 0.09312 2.20732
36 C 4.32599 -1.23271 3.08719
37 H 1.07854 -1.93062 2.01755
38 H 2.50160 -2.96133 1.74784
39 H 1.89225 -2.67549 3.41149
40 H 4.87968 -1.91717 2.43953
41 H 4.27031 -1.63124 4.10322
42 H 4.85338 -0.27326 3.11550
43 C -7.05284 -1.41503 -3.44605
44 C -6.02675 -0.46560 -2.88745
45 O -5.68736 -0.51477 -1.70631
46 C -5.43208 0.54625 -3.83003
47 H -7.39432 -2.08812 -2.65243
48 H -7.91185 -0.85412 -3.82274
49 H -6.60884 -2.01355 -4.24538
50 H -6.21893 1.19456 -4.22383
51 H -4.91584 0.03512 -4.64642
52 H -4.70712 1.16383 -3.28918
53 C 2.51749 2.88599 4.16388
54 C 2.41661 3.72715 5.40830
55 O 3.06090 3.45184 6.41914
56 C 1.49690 4.91813 5.36792
57 H 3.21730 2.06187 4.33880
58 H 1.53836 2.46730 3.91808
59 H 2.89119 3.49229 3.33500
60 H 0.47226 4.58994 5.17576
61 H 1.82516 5.61497 4.59274
62 H 1.52499 5.43123 6.33510

DFT (ωB97M-V/def2-TZVPD) results for 5 unconnected molecules or ions with the total composition C17H33N3O5S5.

The calculation puts the total energy at -87039.1325 eV. As for the LUMO energy: -0.029 hartree. As for the total charge: 0.

Element x y z (Å)
1 N -2.15148 -2.42742 0.57230
2 C -1.47565 -1.74734 -0.54638
3 O -1.21220 -2.44866 -1.58028
4 C -1.09902 -0.17236 -0.56723
5 C -2.28540 0.54156 -1.44045
6 C -3.69979 -0.02079 -0.86112
7 C -4.13351 0.62216 0.54149
8 C -5.45107 0.16818 1.21656
9 C -6.27062 -0.95597 0.44418
10 N -7.51291 -1.59792 0.82300
11 S -7.96699 -2.78637 -0.31957
12 N -6.73059 -2.67159 -1.50163
13 C -5.87766 -1.63650 -0.94334
14 C -4.53677 -1.11073 -1.59852
15 H -3.14036 -2.54986 0.25924
16 H -2.17965 -1.83780 1.41927
17 H -1.06475 0.25900 0.50400
18 H -0.05774 0.00558 -1.03063
19 H -2.29698 1.66454 -1.19558
20 H -2.16931 0.37484 -2.55988
21 H -3.48574 1.43057 1.05399
22 H -5.82478 0.60691 2.21239
23 H -4.11794 -1.51138 -2.59636
24 C -0.72762 1.43885 -5.53656
25 S -0.12293 2.32025 -4.08090
26 O -1.14407 2.14921 -2.99622
27 C -0.33130 3.97946 -4.76365
28 H -0.72102 0.36982 -5.31964
29 H -1.74659 1.75499 -5.76872
30 H -0.06952 1.63903 -6.38375
31 H -1.37438 4.13914 -5.04340
32 H 0.31400 4.09778 -5.63583
33 H -0.04490 4.70539 -4.00150
34 C -2.79874 -4.91972 5.15300
35 S -1.52091 -3.72455 4.70528
36 O -2.16085 -2.68895 3.83897
37 C -0.59242 -4.83475 3.62466
38 H -3.52039 -4.42512 5.80419
39 H -3.30662 -5.27729 4.25539
40 H -2.34509 -5.75653 5.68716
41 H -1.23628 -5.19739 2.82145
42 H -0.20946 -5.67438 4.20780
43 H 0.24409 -4.28099 3.19657
44 C 3.76960 1.50439 -0.02262
45 S 2.40346 1.58680 -1.20032
46 O 2.96544 2.04748 -2.50737
47 C 1.57809 3.00090 -0.43692
48 H 4.44165 0.70400 -0.32908
49 H 4.31375 2.44944 -0.01479
50 H 3.38010 1.28645 0.97370
51 H 2.25713 3.85505 -0.40396
52 H 1.25928 2.73502 0.57277
53 H 0.70258 3.25570 -1.03680
54 C 8.64970 2.68827 1.31111
55 S 7.87849 1.10387 0.91547
56 O 6.44774 1.37490 0.57444
57 C 7.91915 0.44759 2.59785
58 H 8.69320 3.28721 0.40075
59 H 8.05815 3.21434 2.06271
60 H 9.66278 2.51927 1.68044
61 H 7.37286 1.11172 3.27010
62 H 8.95565 0.35049 2.92590
63 H 7.44715 -0.53576 2.59683

DFT (ωB97M-V/def2-TZVPD) results for 4 unconnected molecules or ions with the total composition C17H33NO2S.

The calculation puts the total energy at -34572.6939 eV. As for the LUMO energy: 0.011 hartree. As for the total charge: 0. For the energy above the lowest of the compared OMol25 structures with the same formula, charge and spin, the calculation gives 0.00 kcal per mole.

Element x y z (Å)
1 C -1.11307 0.90383 5.77285
2 C -0.13207 0.49083 4.70485
3 C -0.46607 -0.54817 3.75385
4 C 0.51293 -0.60417 2.66385
5 N 0.20693 -1.85717 1.77285
6 C 0.40493 -3.22317 2.37885
7 C 0.74493 -4.20417 1.35885
8 C 1.61093 -3.25017 0.46585
9 C 1.28393 -1.83917 0.77485
10 C -1.10107 -1.63517 1.12285
11 H -1.65707 0.21783 6.13885
12 H -2.00107 1.44783 5.45085
13 H -0.65507 1.34883 6.68585
14 H 0.79493 0.56083 5.34085
15 H 0.03393 1.38783 4.22285
16 H -1.38707 -0.23417 3.35385
17 H -0.38007 -1.61417 4.17685
18 H 1.57993 -0.81717 3.09885
19 H 0.60593 0.22383 2.08085
20 H -0.38007 -3.51417 3.08785
21 H 1.24093 -3.28617 3.00385
22 H -0.02607 -4.45017 0.87485
23 H 1.32493 -5.19617 1.40085
24 H 1.42693 -3.41117 -0.57915
25 H 2.68893 -3.36517 0.76885
26 H 0.84093 -1.14517 -0.15015
27 H 2.32093 -1.37817 1.22185
28 H -2.08007 -1.88317 1.74385
29 H -1.43007 -2.46717 0.53885
30 H -1.18907 -0.73517 0.91085
31 O 0.00793 1.36283 -0.35315
32 H -0.01507 2.28683 -0.65215
33 C -0.55307 -1.05017 -2.86415
34 S -0.33007 -2.74017 -3.08015
35 O -0.76707 -3.46617 -1.81315
36 C -1.53807 -2.78717 -4.44915
37 H -0.28107 -0.45517 -3.76415
38 H 0.01393 -0.72517 -2.11515
39 H -1.61007 -0.94217 -2.72415
40 H -1.08107 -2.32517 -5.54015
41 H -2.44307 -2.33417 -4.01815
42 H -1.76007 -3.92017 -4.65315
43 C -0.57107 5.39983 -4.42415
44 C 0.55993 6.40483 -4.13515
45 C 1.63793 5.92983 -3.29515
46 C 1.57293 4.77083 -2.51015
47 C 0.53793 3.83883 -2.71115
48 C -0.65607 4.13083 -3.79415
49 H -1.20807 5.71683 -5.33515
50 H 0.49393 7.33583 -4.60815
51 H 2.44793 6.75383 -3.13815
52 H 2.43193 4.63883 -1.89415
53 H 0.65793 2.94183 -2.17415
54 H -1.17307 3.31083 -4.09515

DFT (ωB97M-V/def2-TZVPD) results for a molecular structure, C17H34BrN3O2PtSSi.

The calculation puts the total energy at -118745.3167 eV. As for the LUMO energy (alpha / beta): 0.000 / -0.045 hartree. As for the total charge: 0. As for the spin multiplicity: 3. The expectation value of S² is 2.01.

Element x y z (Å)
1 Pt -0.32945 0.26306 0.12700
2 C -0.27222 2.55658 3.84137
3 C -0.44897 2.02008 2.45788
4 N -0.54137 0.75591 2.19707
5 O -0.42948 -0.15708 3.24772
6 C -0.57792 2.94428 1.34722
7 C -0.48809 4.43118 1.45169
8 N -0.78427 2.37083 0.17351
9 O -0.98434 3.01136 -0.86484
10 H -0.36542 1.77641 4.58887
11 H -1.02582 3.31931 4.03620
12 H 0.70550 3.03483 3.93093
13 H 0.50611 -0.15952 3.49815
14 H -0.73472 4.78878 2.44994
15 H -1.16926 4.88815 0.73433
16 H 0.51917 4.77588 1.20337
17 S 4.29063 1.09110 0.25356
18 C 2.76234 0.63282 0.04814
19 N 1.64994 0.28366 -0.11230
20 C -4.53778 0.32470 -2.83484
21 C -5.45064 -0.39106 -1.82571
22 C -6.85174 0.24593 -1.91281
23 C -5.54671 -1.85031 -2.29639
24 Si -4.81928 -0.27298 -0.02897
25 Br -2.57098 -0.86537 -0.30276
26 C -5.46224 -1.64752 1.12775
27 C -5.08908 -1.38276 2.59237
28 C -4.88533 -3.03503 0.78961
29 C -6.99948 -1.71630 1.02738
30 C -4.85207 1.47008 0.71783
31 C -4.43935 2.52864 -0.31559
32 C -6.27704 1.79892 1.20484
33 C -3.89529 1.59685 1.90868
34 H -4.97441 0.19366 -3.83178
35 H -3.53374 -0.10028 -2.85880
36 H -4.44452 1.39252 -2.65689
37 H -7.23289 0.11470 -2.93172
38 H -6.82899 1.31818 -1.71362
39 H -7.57506 -0.20805 -1.23392
40 H -5.86748 -1.85304 -3.34411
41 H -6.27540 -2.43228 -1.73455
42 H -4.58337 -2.36378 -2.25009
43 H -4.00895 -1.29114 2.73071
44 H -5.42490 -2.23879 3.18918
45 H -5.56911 -0.49476 3.00195
46 H -3.82757 -3.10007 1.04613
47 H -4.99314 -3.31808 -0.25398
48 H -5.41879 -3.78060 1.39014
49 H -7.48460 -0.75928 1.23350
50 H -7.36523 -2.43366 1.77038
51 H -7.33965 -2.06118 0.05170
52 H -5.13634 2.59074 -1.15082
53 H -3.43162 2.36819 -0.70476
54 H -4.44132 3.50658 0.17948
55 H -7.02314 1.73585 0.41064
56 H -6.28643 2.82964 1.57734
57 H -6.60288 1.15591 2.02355
58 H -2.88112 1.33388 1.63515
59 H -4.18561 0.98668 2.76074
60 H -3.88939 2.64472 2.23571

DFT (ωB97M-V/def2-TZVPD) results for a molecular structure, C17H34CdOP2.

The calculation puts the total energy at -43362.1694 eV. As for the LUMO energy (alpha / beta): 0.009 / 0.009 hartree. As for the total charge: 0. For the energy above the lowest of the compared OMol25 structures with the same formula, charge and spin, the calculation gives 90.66 kcal per mole.

Element x y z (Å)
1 P -1.34134 -0.67839 -0.80827
2 P -0.36763 -0.36077 2.94306
3 C -1.62982 -1.58730 0.72250
4 C -1.81542 -0.49168 1.75910
5 H -0.74924 -2.23204 0.84117
6 H -2.53327 -2.19023 0.61197
7 H -1.89719 0.50760 1.25376
8 H -2.74405 -0.61734 2.32703
9 C 0.96506 -1.51314 2.42801
10 H 1.82874 -1.18691 3.03508
11 H 1.23640 -1.42410 1.36408
12 H 0.73056 -2.56691 2.67562
13 C -1.07689 -0.99935 4.45726
14 H -1.39587 -2.01898 4.23182
15 H -1.94966 -0.39240 4.75925
16 H -0.33344 -0.99029 5.26067
17 C -1.71708 -2.26716 -1.78697
18 H -1.87964 -2.02799 -2.85261
19 H -2.64774 -2.69542 -1.40267
20 H -0.93855 -3.03857 -1.71630
21 C -3.06090 -0.11541 -1.24620
22 H -3.26311 0.88356 -0.84451
23 H -3.76740 -0.84141 -0.83201
24 H -3.15755 -0.10130 -2.34783
25 Cd -0.07644 1.67316 2.22231
26 C 1.86677 -0.79481 -1.69349
27 C 1.29477 -1.84126 -2.26782
28 C 0.91188 -1.97862 -3.72315
29 C 0.38765 -0.66659 -4.38311
30 C -0.73261 0.02038 -3.69816
31 C -0.60853 0.91310 -2.70672
32 C 0.67699 1.47826 -2.14822
33 C 1.97589 0.62123 -2.20451
34 C 0.10345 3.79264 2.07835
35 H 2.46080 -0.94925 -0.77509
36 H 1.10441 -2.75665 -1.68412
37 H 0.17740 -2.79980 -3.86357
38 H 1.82007 -2.20551 -4.30820
39 H 1.27224 -0.01878 -4.57502
40 H -0.07759 -0.91764 -5.35972
41 H -1.73556 -0.20595 -4.05973
42 H -1.50489 1.42489 -2.32501
43 H 0.59523 1.85646 -1.10706
44 H 0.80456 2.39538 -2.72511
45 H 2.43444 0.68007 -3.20517
46 H 2.66601 1.09174 -1.49169
47 H 0.69671 4.26978 2.88077
48 H -0.98005 3.98797 2.25824
49 H 0.41819 4.17466 1.08968
50 C 3.23336 2.84997 3.55262
51 C 2.05949 2.08237 4.02062
52 O 1.70429 1.63534 5.06121
53 H 3.75263 2.29213 2.74816
54 H 3.91446 3.02152 4.41215
55 H 2.88897 3.81975 3.14759

DFT (ωB97M-V/def2-TZVPD) results for 7 unconnected molecules or ions with the total composition C17H34Cl4N2O4.

The calculation puts the total energy at -79436.5403 eV. As for the LUMO energy: -0.001 hartree. As for the structure (SMILES): ClC(Cl)(Cl)Cl.c1cc[nH]c1.c1cc[nH]c1.CCO.CCO.CCO.CCO. As for the total charge: 0. For the energy above the lowest of the compared OMol25 structures with the same formula, charge and spin, the calculation gives 22.28 kcal per mole.

Element x y z (Å)
1 Cl -1.65417 -1.60745 -4.26347
2 C -1.38090 -1.00959 -2.60833
3 Cl -1.11587 0.74033 -2.64682
4 Cl -2.86590 -1.43795 -1.68987
5 Cl 0.04642 -1.69701 -1.69658
6 C -0.31167 2.54554 6.34364
7 C 0.03404 1.25934 5.97698
8 C 0.14879 0.47459 7.17033
9 N -0.07716 1.32815 8.23207
10 C -0.31595 2.56156 7.72238
11 H -0.39193 3.37173 5.65273
12 H 0.24854 0.87202 4.99190
13 H 0.21569 -0.58911 7.34491
14 H -0.15965 1.02693 9.19257
15 H -0.48072 3.41841 8.35882
16 C 7.83600 2.89837 2.35521
17 C 6.76994 2.21718 1.79803
18 C 5.71641 3.01682 1.65380
19 N 6.05868 4.20302 2.21401
20 C 7.29773 4.12014 2.72005
21 H 8.80774 2.54299 2.66477
22 H 6.83039 1.19113 1.46638
23 H 4.69921 2.93119 1.30115
24 H 5.54540 5.07072 2.27526
25 H 7.70832 4.89562 3.34969
26 C -4.20210 -8.46120 -6.46724
27 C -4.99739 -9.72910 -6.04327
28 O -4.05534 -10.71136 -5.58032
29 H -3.49523 -8.82477 -7.21305
30 H -3.67400 -8.05587 -5.60415
31 H -4.88223 -7.73208 -6.90758
32 H -5.66131 -10.08142 -6.83269
33 H -5.64718 -9.43816 -5.21790
34 H -4.46723 -11.57356 -5.67287
35 C 3.02514 -5.91095 4.30128
36 C 3.37936 -7.33103 4.65651
37 O 2.62479 -7.72480 5.82689
38 H 3.53876 -5.69361 3.36476
39 H 3.44789 -5.34008 5.12801
40 H 1.95290 -5.71728 4.33073
41 H 4.45153 -7.38357 4.84566
42 H 3.11937 -8.04666 3.87651
43 H 3.03179 -8.52837 6.15892
44 C -7.57365 2.19956 -5.97984
45 C -6.81452 3.52335 -6.15719
46 O -6.94987 4.12829 -7.41096
47 H -7.28976 1.53047 -6.79215
48 H -8.60960 2.25795 -6.31376
49 H -7.43035 1.82010 -4.96813
50 H -5.75517 3.31880 -6.00220
51 H -7.15006 4.19965 -5.37097
52 H -6.20654 4.72402 -7.52995
53 C 2.48326 7.94988 -1.96743
54 C 1.48526 8.45051 -0.91079
55 O 2.04587 8.53460 0.36238
56 H 3.49740 8.33445 -1.85907
57 H 2.08016 8.13131 -2.96377
58 H 2.44189 6.86276 -1.89988
59 H 0.57057 7.86081 -0.84987
60 H 1.17094 9.45948 -1.17778
61 H 1.30527 8.65324 0.96156